Version i
The following is a quantum chemistry calculation of a single C4H6ClN molecule, from the Open Molecules 2025 dataset.

The geometry in XYZ format:
```
12
Properties=species:S:1:pos:R:3
C -0.530 1.243 -0.441
C 0.070 0.080 0.250
C -0.529 -1.315 0.103
N 0.766 0.338 1.632
C 1.461 0.080 0.634
Cl 2.848 -0.091 -0.215
H -1.649 1.221 -0.266
H -0.390 1.311 -1.639
H -0.060 2.226 -0.100
H -1.618 -1.249 0.255
H 0.071 -2.063 0.726
H -0.438 -1.781 -0.940
```

## Properties
SMILES ... CC1(C)N=C1Cl
2S+1 ... 1
Frontier orbital gap ... 10.075 eV

Version ii
The following is a quantum chemistry calculation of a single C4H6ClN molecule, from the Open Molecules 2025 dataset.

The geometry in XYZ format:
```
12
Properties=species:S:1:pos:R:3
C -0.394 0.193 -1.265
C -0.524 0.712 0.115
C 0.269 -0.146 1.190
Cl -0.813 -1.517 1.650
C 1.440 -0.753 0.467
N 2.118 -1.350 -0.223
H 0.603 0.356 -1.633
H -0.222 -0.909 -1.193
H -1.187 0.540 -1.941
H -1.567 0.635 0.418
H -0.254 1.786 0.276
H 0.532 0.452 2.139
```

## Properties
SMILES ... CC[C@@H](Cl)C#N
2S+1 ... 1
Frontier orbital gap ... 12.011 eV

Stability, highest: version ii

Version i
The following is a quantum chemistry calculation of a single C2H4N6 molecule, from the Open Molecules 2025 dataset.

The geometry in XYZ format:
```
12
Properties=species:S:1:pos:R:3
H -2.974 -1.554 0.275
N -2.922 -0.576 0.220
C -1.784 0.011 -0.135
N -1.518 1.463 -0.069
N -0.284 1.537 -0.113
N 0.421 0.491 -0.106
C 1.818 0.464 -0.017
N 2.317 -0.703 0.054
H 3.364 -0.505 0.113
N -0.579 -0.549 -0.455
H 2.163 1.578 0.576
H -0.020 -1.657 -0.343
```

## Properties
SMILES ... [H]/N=c1/nnn(/C=N/[H])[nH]1
2S+1 ... 1
Frontier orbital gap ... 8.750 eV

Version ii
The following is a quantum chemistry calculation of a single C2H4N6 molecule, from the Open Molecules 2025 dataset.

The geometry in XYZ format:
```
12
Properties=species:S:1:pos:R:3
C -1.108 -1.934 -0.536
N -0.099 -1.171 -0.468
N -0.337 0.158 -0.131
N -1.437 0.878 -0.279
N -1.243 2.086 0.181
N 0.077 2.266 0.538
C 0.648 1.066 0.241
N 1.899 0.545 0.492
H -0.923 -2.997 -0.746
H -2.192 -1.556 -0.620
H 2.322 -0.176 -0.019
H 2.392 0.835 1.346
```

## Properties
SMILES ... C=Nn1nnnc1N
2S+1 ... 1
Frontier orbital gap ... 9.478 eV

Stability, highest: version ii

Version i
The following is a quantum chemistry calculation of 14 unconnected molecules or ions with the total composition C4H34NO14S, from the Open Molecules 2025 dataset.

The geometry in XYZ format:
```
54
Properties=species:S:1:pos:R:3
O 0.851 -2.288 0.223
C 0.606 -1.370 1.041
N -0.669 -0.892 1.244
C -0.794 0.433 1.890
C 0.528 1.210 2.292
S 1.340 1.906 0.815
C -1.517 0.094 3.239
H 1.286 -1.050 1.831
H -1.218 -1.008 0.351
H -1.521 1.078 1.475
H 1.102 0.601 2.964
H 0.267 2.016 2.924
H -0.883 0.168 4.134
H -2.417 0.773 3.373
H -1.900 -0.908 3.192
H -2.931 1.032 -3.040
H -3.343 0.304 -1.821
O -3.680 0.561 -2.672
H -1.915 1.539 -0.634
H -2.235 2.984 -0.632
O -2.687 2.199 -0.699
H -0.454 3.606 -1.384
H -1.463 3.528 -2.482
O -1.154 4.167 -1.791
H -3.454 2.274 0.983
H -4.894 1.641 0.749
O -4.301 2.229 1.238
H 3.866 1.743 2.006
H 4.743 2.670 1.329
O 4.797 1.880 1.769
H 0.961 0.847 -1.417
H 1.837 1.788 -1.960
O 0.984 1.536 -2.132
H 2.144 -3.672 -0.126
H 1.733 -4.898 0.498
O 2.317 -4.534 -0.071
H 2.692 -1.944 1.152
H 4.021 -2.480 1.189
O 3.285 -2.172 1.842
H 2.732 -0.538 -3.481
H 1.502 0.478 -3.574
O 1.919 -0.365 -3.915
H -2.047 -2.947 1.607
H -2.595 -2.829 0.177
O -2.765 -3.156 1.058
H -1.039 -1.779 -1.676
H -0.835 -2.970 -0.688
O -1.536 -2.477 -1.275
H 0.484 -0.493 -2.430
H -0.243 -0.714 -3.684
O -0.514 -0.410 -2.818
H 2.554 -0.407 -0.651
H 3.452 0.774 -0.367
O 3.003 0.240 -1.166
```

## Properties
Charge ... -1
2S+1 ... 1
Frontier orbital gap ... 7.494 eV

Version ii
The following is a quantum chemistry calculation of 14 unconnected molecules or ions with the total composition C4H34NO14S, from the Open Molecules 2025 dataset.

The geometry in XYZ format:
```
54
Properties=species:S:1:pos:R:3
C -0.353 -0.160 -1.450
N 0.507 -0.138 -0.235
C -0.109 0.060 0.943
O 0.385 -0.146 2.053
C 0.349 0.360 -2.740
C 0.207 -0.794 -3.777
S 1.612 -1.828 -3.959
H -0.670 -1.193 -1.566
H -1.322 0.291 -1.255
H 1.463 -0.337 -0.532
H -1.202 0.269 0.860
H -0.156 1.309 -2.956
H 1.359 0.689 -2.487
H -0.634 -1.434 -3.501
H -0.192 -0.281 -4.668
H -2.399 -2.445 -0.885
H -3.497 -3.045 0.018
O -3.310 -2.340 -0.603
H -1.878 2.222 0.648
H -1.334 3.499 -0.010
O -1.564 3.105 0.843
H -2.469 1.908 3.204
H -3.083 2.278 1.935
O -3.017 1.505 2.521
H 2.590 0.070 4.126
H 1.694 -0.607 3.158
O 2.265 -0.812 3.917
H 3.030 2.456 -0.068
H 1.992 1.407 -0.510
O 2.094 2.331 -0.246
H -0.892 -4.597 0.366
H -0.432 -3.237 -0.334
O -1.170 -3.714 0.134
H 3.505 -1.664 -1.254
H 2.656 -1.011 -2.364
O 2.968 -0.883 -1.405
H -0.144 3.616 1.829
H 1.240 3.038 1.455
O 0.795 3.623 2.081
H -3.205 0.490 0.999
H -3.163 -0.757 -0.054
O -3.020 0.209 0.096
H 0.600 3.858 -1.251
H -0.235 2.876 -1.768
O -0.232 3.851 -1.764
H 1.194 -3.286 -2.347
H 1.613 -3.604 -0.882
O 0.841 -3.505 -1.449
H -0.366 1.129 3.475
H 0.658 2.010 3.330
O -0.019 1.862 4.005
H 1.767 -2.262 0.923
H 1.162 -3.114 2.142
O 1.523 -3.127 1.257
```

## Properties
Charge ... -1
2S+1 ... 1
Frontier orbital gap ... 7.008 eV

Stability, highest: version ii

Version i
The following is a quantum chemistry calculation of a gas-phase ion, CH4N5O2 (charge +1), from the Open Molecules 2025 dataset.

The geometry in XYZ format:
```
12
Properties=species:S:1:pos:R:3
N 1.869 -0.121 -0.090
N 0.370 -0.514 0.032
N 0.198 -1.677 -0.540
N -1.000 -2.018 -0.591
N -1.843 -1.088 -0.064
C -1.284 -0.085 0.442
O -1.468 1.024 1.026
O -1.210 2.078 0.058
H 1.745 0.854 -0.434
H 2.343 -0.863 -0.772
H 2.278 -0.166 0.959
H -1.998 2.575 -0.027
```

## Properties
Charge ... +1
SMILES ... [NH3+]n1nnnc1OO
2S+1 ... 1
Frontier orbital gap ... 10.344 eV

Version ii
The following is a quantum chemistry calculation of a gas-phase ion, CH4N5O2 (charge +1), from the Open Molecules 2025 dataset.

The geometry in XYZ format:
```
12
Properties=species:S:1:pos:R:3
C -0.391 -1.433 -0.679
N -0.335 0.662 0.057
N -0.917 -1.065 -1.681
N -1.034 1.007 -0.960
N -1.380 0.202 -1.843
N -0.067 1.667 1.067
O 1.639 -1.956 0.263
O 0.208 -2.226 0.102
H -0.025 1.354 2.012
H -0.702 2.364 0.973
H 0.882 2.112 0.821
H 2.122 -2.688 -0.132
```

## Properties
Charge ... +1
2S+1 ... 1
Frontier orbital gap (spin up / spin down) ... 9.205 / 9.206 eV

Stability, highest: version i

Version i
The following is a quantum chemistry calculation of 13 unconnected molecules or ions with the total composition C5H36N2O13, from the Open Molecules 2025 dataset.

The geometry in XYZ format:
```
56
Properties=species:S:1:pos:R:3
C -0.250 1.470 0.651
N 0.679 0.828 1.771
C 1.826 1.704 2.068
N 2.860 1.732 1.037
C -1.210 0.402 0.009
C -0.561 -0.840 -0.578
C -1.321 -1.123 -1.924
O -1.189 -0.468 -2.910
H 0.456 1.848 -0.131
H -0.696 2.377 1.126
H 0.876 -0.095 1.317
H 1.632 2.801 2.255
H 2.304 1.327 3.076
H 2.433 1.783 0.147
H 3.394 0.805 1.176
H -1.792 1.137 -0.635
H -1.856 0.039 0.811
H 0.379 -0.479 -0.970
H -0.855 -1.634 0.093
H -1.814 -2.096 -1.840
H 0.241 4.265 -0.836
H 0.452 3.003 -1.958
O 0.085 3.376 -1.048
H 2.370 -2.931 -1.543
H 0.851 -3.310 -1.465
O 1.592 -2.822 -1.783
H -3.419 -0.603 -0.250
H -4.414 -1.810 -0.577
O -3.469 -1.543 -0.651
H 0.441 -4.587 1.270
H -0.787 -4.190 0.414
O 0.229 -4.131 0.458
H 1.342 1.449 -3.314
H 0.001 1.681 -3.588
O 0.757 2.093 -3.392
H 3.132 -1.362 1.358
H 4.016 -1.722 0.342
O 3.456 -2.175 1.067
H -0.928 0.388 2.831
H -1.970 0.919 3.817
O -1.829 0.097 3.302
H -3.477 2.868 -1.159
H -2.048 3.002 -0.854
O -2.897 3.121 -0.453
H 3.555 -0.026 -1.615
H 4.776 -0.303 -0.632
O 3.861 -0.274 -0.722
H -1.559 -2.515 3.110
H -2.694 -3.184 2.151
O -1.978 -3.356 2.869
H 1.891 -0.904 -2.068
H 1.328 -0.341 -3.231
O 2.054 -0.155 -2.635
H -3.124 1.039 1.948
H -3.329 2.025 0.851
O -3.800 1.397 1.438
```

## Properties
2S+1 ... 1
Frontier orbital gap ... 9.143 eV

Version ii
The following is a quantum chemistry calculation of 13 unconnected molecules or ions with the total composition C5H36N2O13, from the Open Molecules 2025 dataset.

The geometry in XYZ format:
```
56
Properties=species:S:1:pos:R:3
N 2.729 -1.931 -0.619
C 3.003 -1.013 -1.784
C 4.419 -0.401 -1.588
C 1.998 0.105 -1.747
N 2.096 1.074 -2.734
C 1.354 2.253 -2.461
C 2.228 0.787 -4.145
O 1.371 0.431 -0.741
H 1.789 -2.155 -0.430
H 3.022 -1.507 0.266
H 3.126 -1.714 -2.623
H 4.416 0.472 -0.846
H 4.686 0.066 -2.641
H 5.200 -1.095 -1.128
H 0.340 1.957 -2.211
H 1.278 2.905 -3.299
H 1.894 2.636 -1.584
H 3.113 0.969 -4.619
H 2.019 -0.263 -4.298
H 1.676 1.441 -4.745
H -3.248 2.157 -0.982
H -3.212 2.602 0.456
O -3.684 2.042 -0.198
H 0.703 -2.578 2.176
H -0.739 -2.781 1.944
O -0.020 -2.512 1.465
H -5.168 0.941 0.619
H -4.435 -0.013 1.252
O -5.293 0.102 1.146
H -0.973 -0.766 1.444
H -0.944 -0.077 2.691
O -1.617 -0.222 1.974
H 2.252 -4.276 0.059
H 0.957 -3.731 0.533
O 1.516 -4.448 0.668
H -0.615 -1.525 4.176
H -1.265 -2.737 4.188
O -0.530 -2.356 4.522
H 0.172 1.801 -0.069
H 0.607 3.176 -0.056
O -0.002 2.649 0.379
H -2.638 -1.371 2.597
H -3.420 -2.708 2.403
O -2.585 -2.320 2.713
H -1.066 -1.756 -2.706
H -0.204 -0.729 -1.958
O -0.121 -1.561 -2.408
H -1.251 1.936 -3.576
H -2.461 2.933 -3.122
O -2.016 1.979 -2.884
H -2.065 2.270 2.155
H -1.988 3.262 3.473
O -2.535 2.557 3.036
H -1.558 1.674 4.937
H -1.432 0.294 5.560
O -0.879 1.076 5.368
```

## Properties
2S+1 ... 1
Frontier orbital gap ... 9.516 eV

Stability, highest: version ii

Version i
The following is a quantum chemistry calculation of 2 unconnected molecules or ions with the total composition C8H9N4, from the Open Molecules 2025 dataset.

The geometry in XYZ format:
```
21
Properties=species:S:1:pos:R:3
C 3.059 0.697 -0.591
C 3.168 -0.597 -0.369
C 1.787 1.254 -0.394
C 2.182 -1.477 -0.058
C -0.632 0.870 0.119
C -0.180 -1.768 0.344
C 0.751 0.443 0.062
C 0.910 -0.969 0.308
N -1.634 0.064 0.249
N -1.401 -1.252 0.382
N -3.614 -0.161 0.071
N -3.992 0.427 -0.932
H 3.862 1.340 -0.843
H 4.204 -1.043 -0.625
H 1.594 2.331 -0.659
H 2.445 -2.576 -0.101
H -0.838 1.977 0.109
H -0.118 -2.811 0.441
H -3.188 -1.135 0.129
H -3.995 0.066 0.969
H -3.639 -0.022 -1.818
```

## Properties
Charge ... +1
2S+1 ... 1
Frontier orbital gap ... 8.570 eV

Version ii
The following is a quantum chemistry calculation of a gas-phase ion, C8H9N4 (charge +1), from the Open Molecules 2025 dataset.

The geometry in XYZ format:
```
21
Properties=species:S:1:pos:R:3
C -3.269 -0.910 -0.746
C -2.804 0.663 -0.879
C -1.425 1.119 -0.118
C -0.621 -0.040 0.745
C 0.801 0.473 1.462
C 1.944 0.392 0.290
N 1.808 -0.789 -0.645
N 2.896 -0.523 -1.505
N 3.609 0.642 -1.185
N 3.101 1.297 -0.074
C -1.098 -1.601 0.895
C -2.482 -2.067 0.128
H -4.240 -1.229 -1.322
H -3.365 1.491 -1.511
H -0.988 2.209 -0.155
H 0.647 1.548 1.925
H 1.043 -0.253 2.348
H 4.421 0.950 -1.765
H 3.378 2.171 0.424
H -0.451 -2.382 1.517
H -2.907 -3.161 0.172
```

## Properties
Charge ... +1
SMILES ... c1ccc(Cc2nn[nH][nH+]2)cc1
2S+1 ... 1
Frontier orbital gap ... 6.289 eV

Stability, highest: version i

Version i
The following is a quantum chemistry calculation of a single C19H22N2O2 molecule, from the Open Molecules 2025 dataset.

The geometry in XYZ format:
```
45
Properties=species:S:1:pos:R:3
C 3.450 -0.028 0.464
O 3.536 -1.387 0.106
C 2.420 -2.160 0.212
C 2.562 -3.493 -0.181
C 1.490 -4.358 -0.106
C 0.260 -3.911 0.345
C 0.106 -2.580 0.717
C -1.235 -2.147 1.181
O -1.987 -2.849 1.827
N -1.640 -0.880 0.838
N -0.946 -0.089 0.014
C -1.317 1.089 -0.320
C -2.580 1.747 0.181
C -2.481 2.185 1.656
C -1.439 3.284 1.841
C -3.847 2.660 2.148
C -0.410 1.771 -1.251
C -0.466 3.143 -1.498
C 0.428 3.740 -2.369
C 1.392 2.985 -3.013
C 1.456 1.619 -2.782
C 0.565 1.020 -1.916
C 1.190 -1.708 0.671
H 3.209 0.093 1.525
H 4.438 0.388 0.272
H 2.708 0.503 -0.141
H 3.526 -3.823 -0.534
H 1.613 -5.389 -0.403
H -0.587 -4.575 0.409
H -2.573 -0.625 1.168
H -2.833 2.607 -0.438
H -3.403 1.029 0.081
H -2.174 1.325 2.262
H -0.468 2.966 1.465
H -1.737 4.188 1.314
H -1.335 3.527 2.896
H -3.787 2.967 3.189
H -4.588 1.867 2.068
H -4.188 3.509 1.559
H -1.196 3.763 -1.004
H 0.370 4.804 -2.544
H 2.087 3.456 -3.693
H 2.202 1.020 -3.283
H 0.601 -0.044 -1.740
H 1.063 -0.690 0.996
```

## Properties
SMILES ... COc1cccc(C(=O)N/N=C(\CC(C)C)c2ccccc2)c1
2S+1 ... 1
Frontier orbital gap ... 8.851 eV

Version ii
The following is a quantum chemistry calculation of a single C19H22N2O2 molecule, from the Open Molecules 2025 dataset.

The geometry in XYZ format:
```
45
Properties=species:S:1:pos:R:3
O -0.383 0.944 3.465
C -0.491 0.476 2.407
C -1.835 0.502 1.694
C -2.350 1.984 1.431
C -3.684 1.861 0.639
C -4.684 1.017 1.429
C -4.272 -0.458 1.652
C -2.880 -0.421 2.319
N 0.607 0.032 1.633
C 0.564 -0.654 0.386
C 1.669 -0.596 -0.390
C 1.708 -1.084 -1.803
C 0.562 -1.607 -2.548
C 0.568 -1.968 -3.890
C 1.784 -1.879 -4.541
C 2.961 -1.315 -3.906
C 2.934 -1.002 -2.575
C 4.170 -0.353 -2.008
C 3.815 0.656 -0.860
N 2.896 0.160 0.072
C 2.988 0.617 1.371
O 3.750 1.515 1.787
C 1.867 0.228 2.302
H -1.789 0.084 0.727
H -2.558 2.507 2.392
H -1.645 2.620 0.898
H -3.483 1.455 -0.436
H -4.215 2.852 0.421
H -4.720 1.264 2.452
H -5.794 1.061 0.944
H -4.314 -1.082 0.717
H -5.132 -0.958 2.168
H -2.844 -0.193 3.444
H -2.449 -1.349 2.180
H -0.352 -1.247 0.068
H -0.304 -1.752 -1.847
H -0.302 -2.313 -4.281
H 1.798 -2.291 -5.512
H 3.923 -1.256 -4.440
H 4.721 -1.134 -1.492
H 4.846 0.204 -2.756
H 4.812 0.760 -0.315
H 3.555 1.612 -1.298
H 1.908 1.110 3.017
H 2.074 -0.612 2.879
```

## Properties
SMILES ... O=C(C1CCCCC1)N1C=C2c3ccccc3CCN2C(=O)C1
2S+1 ... 1
Frontier orbital gap ... 8.081 eV

Stability, highest: version i

Version i
The following is a quantum chemistry calculation of 2 unconnected molecules or ions with the total composition C3H9O2, from the Open Molecules 2025 dataset.

The geometry in XYZ format:
```
14
Properties=species:S:1:pos:R:3
C -0.415 -1.252 0.264
O -1.638 -1.763 0.112
C -0.438 0.283 0.571
C -1.278 0.952 -0.539
H 0.268 -1.386 -0.624
H 0.164 -1.658 1.149
H 0.508 0.844 0.695
H -0.946 0.405 1.546
H -1.492 2.012 -0.369
H -2.244 0.457 -0.543
H -0.877 0.721 -1.527
H 2.068 0.204 0.099
H 3.296 -0.037 -0.860
O 3.023 0.217 0.027
```

## Properties
Charge ... -1
2S+1 ... 1
Frontier orbital gap ... 6.296 eV

Version ii
The following is a quantum chemistry calculation of 2 unconnected molecules or ions with the total composition C3H9O2, from the Open Molecules 2025 dataset.

The geometry in XYZ format:
```
14
Properties=species:S:1:pos:R:3
C -0.185 2.108 -1.823
O 0.204 0.812 -1.667
H -1.221 2.226 -2.227
H 0.442 2.685 -2.522
H -0.250 2.700 -0.888
C 0.554 -0.806 0.975
O -0.255 0.285 0.685
C -0.300 -2.008 1.411
H 1.331 -0.574 1.716
H 1.171 -1.089 0.114
H -0.056 0.517 -0.360
H -0.308 -2.039 2.503
H 0.124 -2.982 1.165
H -1.252 -1.835 0.919
```

## Properties
Charge ... -1
2S+1 ... 1
Frontier orbital gap ... 7.592 eV

Version iii
The following is a quantum chemistry calculation of 2 unconnected molecules or ions with the total composition C3H9O2, from the Open Molecules 2025 dataset.

The geometry in XYZ format:
```
14
Properties=species:S:1:pos:R:3
C -0.210 0.297 -1.177
O -1.269 0.811 -1.823
C -0.553 -0.695 0.032
C -1.291 -0.070 1.122
H 0.331 1.194 -0.651
H 0.628 -0.202 -1.719
H 0.324 -1.123 0.476
H -1.157 -1.388 -0.427
H -0.982 -0.538 2.110
H -2.378 -0.167 1.020
H -1.141 1.006 1.193
H 2.955 0.144 0.690
H 1.944 0.564 -0.536
O 2.800 0.165 -0.309
```

## Properties
Charge ... -1
2S+1 ... 1
Frontier orbital gap ... 6.408 eV

Stability, highest: version ii